Model P:
Entry from OMol25: the molecule C4H10N4O (ωB97M-V/def2-TZVPD).

- total charge = 0
- structure (SMILES) = C/N=N/N(C)C(=O)NC
- frontier orbital gap (Eh) = 0.3807
- highest occupied orbital energy (hartree) = -0.349
- molecular weight (g/mol) = 130.2
- LUMO energy (eV) = 0.87

CARTESIAN COORDINATES (ANGSTROEM)
C (-0.011, 3.065, 1.644)
N (0.183, 2.150, 0.499)
N (-0.244, 1.019, 0.817)
N (-0.086, 0.109, -0.186)
C (0.210, 0.542, -1.571)
C (-0.592, -1.157, 0.055)
O (-1.391, -1.408, 0.924)
N (0.007, -2.132, -0.777)
C (1.452, -2.254, -1.080)
H (-0.697, 3.889, 1.333)
H (0.969, 3.564, 1.789)
H (-0.300, 2.456, 2.507)
H (-0.096, -0.336, -2.237)
H (-0.397, 1.481, -1.721)
H (1.230, 0.850, -1.729)
H (-0.332, -3.039, -0.572)
H (1.578, -2.034, -2.175)
H (1.809, -3.276, -0.807)
H (1.987, -1.479, -0.548)

Model Q:
Entry from OMol25: the molecule C4H10N4O (ωB97M-V/def2-TZVPD).

- total charge = 0
- structure (SMILES) = [H]/N=C1\NN(C)CCN1O
- frontier orbital gap (Eh) = 0.3436
- highest occupied orbital energy (hartree) = -0.310
- molecular weight (g/mol) = 130.2
- LUMO energy (eV) = 0.92

CARTESIAN COORDINATES (ANGSTROEM)
H (-1.668, 2.613, 0.039)
N (-2.055, 1.714, -0.088)
C (-1.078, 0.882, -0.065)
N (0.264, 1.058, -0.426)
N (1.273, 0.078, -0.398)
C (2.344, 0.560, 0.456)
C (0.769, -1.234, -0.073)
C (-0.705, -1.392, -0.363)
N (-1.491, -0.386, 0.259)
O (-2.817, -0.610, 0.220)
H (0.351, 1.586, -1.225)
H (3.141, -0.222, 0.392)
H (2.715, 1.513, 0.129)
H (1.931, 0.759, 1.518)
H (1.472, -2.003, -0.440)
H (0.825, -1.428, 1.025)
H (-1.166, -2.335, -0.147)
H (-0.880, -1.353, -1.443)
H (-3.227, 0.200, 0.632)

It comes down to model P, which is 178.1 kJ/mol more stable than the next structure.

Model P:
Entry from OMol25: a cluster of 2 separate species, C6H11N4 in total (ωB97M-V/def2-TZVPD).

- total charge = +1
- frontier orbital gap (spin up / spin down) (Eh) = 0.2320 / 0.2376
- highest occupied orbital energy (spin up / spin down) (hartree) = -0.417 / -0.421
- molecular weight (g/mol) = 139.2
- LUMO energy (spin up / spin down) (eV) = -5.02 / -5.00

CARTESIAN COORDINATES (ANGSTROEM)
C (-1.651, -1.378, -0.522)
C (-1.900, 0.482, 0.555)
C (-1.959, 1.791, 0.832)
C (-1.016, 0.569, -1.804)
C (1.574, -0.751, -0.059)
C (1.754, 0.209, 1.080)
N (-2.061, -1.707, 0.669)
N (-2.238, -0.651, 1.348)
N (-1.433, -0.005, -0.703)
N (1.080, -1.944, 0.094)
H (-1.752, -2.005, -1.364)
H (-1.624, 2.583, 0.159)
H (-2.580, 1.994, 1.755)
H (-0.544, 1.489, -1.794)
H (-0.862, 0.198, -2.763)
H (1.921, -0.480, -1.021)
H (2.129, 1.095, 0.630)
H (2.535, -0.304, 1.539)
H (0.979, 0.305, 1.799)
H (0.669, -2.280, 0.990)
H (1.282, -2.629, -0.561)

Model Q:
Entry from OMol25: the ion C6H11N4 with charge +1 (ωB97M-V/def2-TZVPD).

- total charge = +1
- structure (SMILES) = C/C([N+]#N)=C(\C)[C@@H]1CN1N
- frontier orbital gap (Eh) = 0.2942
- highest occupied orbital energy (hartree) = -0.472
- molecular weight (g/mol) = 139.2
- LUMO energy (eV) = -4.84

CARTESIAN COORDINATES (ANGSTROEM)
C (0.943, 1.666, 1.913)
C (0.270, 0.535, 1.251)
N (-0.445, -0.279, 2.047)
N (-1.007, -1.274, 2.024)
C (0.386, 0.257, -0.075)
C (1.403, 1.071, -0.869)
C (-0.428, -0.747, -0.815)
C (-1.892, -0.789, -0.720)
N (-1.181, -1.739, 0.062)
N (-1.197, -3.068, -0.121)
H (1.087, 2.495, 1.224)
H (1.993, 1.261, 2.097)
H (0.607, 1.963, 2.856)
H (1.332, 2.162, -0.498)
H (1.285, 1.056, -1.878)
H (2.285, 0.629, -0.499)
H (0.084, -1.085, -1.713)
H (-2.133, -0.031, -0.011)
H (-2.422, -1.202, -1.534)
H (-0.553, -3.441, 0.490)
H (-2.114, -3.490, -0.126)

It comes down to model P, which is 11.6 kJ/mol more stable than the next structure.

Model P:
Entry from OMol25: a structure of composition C28H42I2N12OSTi (ωB97M-V/def2-TZVPD).

- total charge = +2
- <S²> = 2.0195
- frontier orbital gap (spin up / spin down) (Eh) = 0.2181 / 0.3096
- highest occupied orbital energy (spin up / spin down) (hartree) = -0.389 / -0.495
- multiplicity = 3
- molecular weight (g/mol) = 896.5
- LUMO energy (spin up / spin down) (eV) = -4.65 / -5.04

CARTESIAN COORDINATES (ANGSTROEM)
Ti (0.089, -0.146, -0.540)
N (-1.680, 2.679, 0.648)
C (-2.408, 1.804, -0.059)
N (-3.694, 2.062, -0.172)
C (-4.412, 1.146, -0.842)
N (-5.730, 1.351, -0.920)
N (-3.916, 0.055, -1.437)
C (-2.609, -0.098, -1.331)
N (-1.779, 0.709, -0.586)
C (-1.968, -1.138, -2.095)
C (-2.695, -2.064, -2.853)
C (-2.038, -2.949, -3.661)
C (-0.618, -2.891, -3.728)
C (0.051, -1.996, -2.964)
N (-0.577, -1.111, -2.117)
H (-2.138, 3.518, 0.957)
H (-0.693, 2.563, 0.762)
H (-6.120, 2.199, -0.551)
H (-6.288, 0.743, -1.493)
H (-3.776, -2.028, -2.799)
H (-2.588, -3.663, -4.263)
H (-0.061, -3.549, -4.384)
H (1.130, -1.938, -2.996)
C (-0.457, -4.931, -0.535)
N (-1.270, -4.012, 0.265)
C (-2.664, -4.396, 0.530)
C (-3.274, -3.128, 1.127)
N (-2.181, -2.160, 1.053)
C (-2.224, -1.028, 1.962)
C (-1.043, -2.723, 0.571)
N (0.073, -2.011, 0.457)
C (1.356, -2.670, 0.150)
C (2.467, -1.644, 0.322)
N (2.164, -0.504, -0.551)
C (2.976, 0.522, -0.718)
N (2.684, 1.417, -1.730)
C (2.455, 0.857, -3.075)
C (3.639, 2.540, -1.677)
C (4.688, 2.097, -0.661)
N (4.064, 0.923, -0.046)
C (4.805, 0.280, 1.034)
H (-1.073, -5.799, -0.750)
H (0.421, -5.278, 0.001)
H (-0.166, -4.491, -1.482)
H (-2.699, -5.243, 1.210)
H (-3.149, -4.682, -0.402)
H (-3.580, -3.268, 2.165)
H (-4.135, -2.771, 0.563)
H (-3.124, -0.444, 1.769)
H (-1.361, -0.391, 1.818)
H (-2.251, -1.372, 3.001)
H (1.400, -3.045, -0.870)
H (1.548, -3.501, 0.828)
H (3.417, -2.110, 0.058)
H (2.500, -1.370, 1.376)
H (1.614, 0.179, -3.076)
H (3.345, 0.340, -3.448)
H (2.218, 1.675, -3.749)
H (3.128, 3.446, -1.361)
H (4.065, 2.721, -2.659)
H (4.881, 2.856, 0.097)
H (5.643, 1.823, -1.113)
H (5.061, 1.030, 1.783)
H (5.732, -0.146, 0.650)
H (4.233, -0.500, 1.515)
I (-1.060, 0.899, -5.303)
C (-1.036, 2.911, -4.663)
I (-0.297, 3.190, -2.687)
H (-2.051, 3.283, -4.672)
H (-0.394, 3.475, -5.323)
C (0.963, -0.248, 3.595)
S (1.487, 0.987, 2.420)
O (0.475, 0.860, 1.271)
C (1.061, 2.459, 3.294)
C (-0.269, 2.742, 3.591)
C (-0.559, 3.905, 4.283)
C (0.470, 4.765, 4.666)
C (1.790, 4.472, 4.356)
C (2.095, 3.309, 3.661)
H (0.056, 0.083, 4.095)
H (1.774, -0.372, 4.316)
H (0.795, -1.170, 3.038)
H (-1.064, 2.074, 3.277)
H (-1.587, 4.143, 4.527)
H (0.238, 5.670, 5.215)
H (2.583, 5.151, 4.646)
H (3.126, 3.064, 3.420)

Model Q:
Entry from OMol25: a structure of composition C28H42I2N12OSTi (ωB97M-V/def2-TZVPD).

- total charge = +2
- <S²> = 2.0092
- frontier orbital gap (spin up / spin down) (Eh) = 0.2563 / 0.2830
- highest occupied orbital energy (spin up / spin down) (hartree) = -0.453 / -0.479
- multiplicity = 3
- molecular weight (g/mol) = 896.5
- LUMO energy (spin up / spin down) (eV) = -5.35 / -5.34

CARTESIAN COORDINATES (ANGSTROEM)
Ti (-0.070, -0.658, -0.059)
N (-0.123, 1.460, 2.812)
C (-0.937, 0.408, 2.949)
N (-1.450, 0.186, 4.148)
C (-2.290, -0.844, 4.235)
N (-2.756, -1.180, 5.431)
N (-2.729, -1.569, 3.173)
C (-2.168, -1.268, 2.040)
N (-1.194, -0.356, 1.848)
C (-2.679, -1.924, 0.818)
C (-3.711, -2.840, 0.868)
C (-4.209, -3.345, -0.321)
C (-3.672, -2.895, -1.511)
C (-2.635, -1.984, -1.467)
N (-2.132, -1.509, -0.329)
H (0.105, 1.993, 3.634)
H (0.356, 1.604, 1.941)
H (-2.494, -0.646, 6.242)
H (-3.422, -1.930, 5.512)
H (-4.108, -3.138, 1.826)
H (-5.013, -4.070, -0.314)
H (-4.041, -3.243, -2.466)
H (-2.195, -1.618, -2.383)
C (0.018, 4.285, 0.774)
N (-1.063, 3.612, 0.077)
C (-2.365, 4.280, -0.036)
C (-3.317, 3.090, -0.026)
N (-2.468, 1.973, -0.478)
C (-2.849, 1.303, -1.722)
C (-1.155, 2.319, -0.291)
N (-0.198, 1.435, -0.466)
C (1.162, 1.803, -0.855)
C (2.186, 1.373, 0.182)
N (1.801, 0.108, 0.854)
C (2.544, -0.143, 1.935)
N (3.717, 0.499, 2.232)
C (4.736, 0.971, 1.289)
C (4.179, 0.151, 3.582)
C (3.280, -1.008, 3.971)
N (2.222, -0.953, 2.969)
C (1.204, -1.967, 3.129)
H (0.319, 5.185, 0.239)
H (0.883, 3.639, 0.862)
H (-0.307, 4.572, 1.776)
H (-2.411, 4.864, -0.957)
H (-2.521, 4.950, 0.807)
H (-4.173, 3.214, -0.685)
H (-3.683, 2.887, 0.981)
H (-3.074, 2.033, -2.506)
H (-3.729, 0.683, -1.558)
H (-2.025, 0.678, -2.057)
H (1.270, 2.859, -1.093)
H (1.376, 1.262, -1.776)
H (2.317, 2.154, 0.942)
H (3.134, 1.289, -0.344)
H (4.777, 0.348, 0.399)
H (5.701, 0.896, 1.784)
H (4.597, 2.014, 1.007)
H (4.072, 1.003, 4.254)
H (5.228, -0.134, 3.561)
H (2.852, -0.891, 4.965)
H (3.786, -1.977, 3.930)
H (1.651, -2.960, 3.051)
H (0.444, -1.903, 2.372)
H (0.751, -1.861, 4.117)
I (4.908, -2.360, -0.548)
C (4.342, -2.952, 1.309)
I (0.655, -3.399, -0.061)
H (5.062, -2.830, 2.106)
H (3.497, -3.620, 1.383)
C (2.027, -2.061, -3.583)
S (0.310, -1.861, -3.154)
O (0.367, -0.788, -2.042)
C (-0.295, -0.963, -4.555)
C (0.040, 0.370, -4.765)
C (-0.460, 1.012, -5.885)
C (-1.275, 0.323, -6.779)
C (-1.603, -1.006, -6.557)
C (-1.118, -1.658, -5.431)
H (2.483, -1.074, -3.659)
H (2.083, -2.592, -4.534)
H (2.475, -2.648, -2.781)
H (0.674, 0.891, -4.059)
H (-0.209, 2.048, -6.071)
H (-1.654, 0.831, -7.657)
H (-2.238, -1.536, -7.255)
H (-1.370, -2.696, -5.240)

It comes down to model Q, which is 31.9 kJ/mol more stable than the next structure.

Model P:
Entry from OMol25: the molecule C2H4IN (ωB97M-V/def2-TZVPD).

- total charge = 0
- structure (SMILES) = C/N=C/I
- frontier orbital gap (Eh) = 0.3590
- highest occupied orbital energy (hartree) = -0.348
- molecular weight (g/mol) = 169.0
- LUMO energy (eV) = 0.31

CARTESIAN COORDINATES (ANGSTROEM)
C (-0.341, -0.351, -0.092)
N (1.072, 0.040, 0.078)
C (2.014, -0.799, -0.083)
I (4.029, 0.047, -0.062)
H (-0.716, -0.217, -1.033)
H (-0.855, 0.275, 0.575)
H (-0.610, -1.298, 0.347)
H (2.096, -1.984, -0.334)

Model Q:
Entry from OMol25: a cluster of 2 separate species, C2H4IN in total (ωB97M-V/def2-TZVPD).

- total charge = 0
- structure (SMILES) = C=C=N.I
- frontier orbital gap (Eh) = 0.3514
- highest occupied orbital energy (hartree) = -0.339
- molecular weight (g/mol) = 169.0
- LUMO energy (eV) = 0.33

CARTESIAN COORDINATES (ANGSTROEM)
C (0.075, 0.044, -0.666)
C (0.697, -1.086, -0.887)
N (1.071, -2.259, -0.827)
H (-0.808, 0.231, -1.162)
H (0.211, 0.675, 0.162)
H (1.807, -2.582, -1.480)
I (-1.767, 3.213, 2.758)
H (-1.286, 1.765, 2.101)

It comes down to model P, which is 37.8 kJ/mol more stable than the next structure.